DFT (wB97M-V/def2-TZVPD) results for C21H29N5O3S in the gas phase in a non-equilibrium geometry.

Last column: Löwdin charge in e.
Cartesian coordinates (Å):
S (1.17, -3.20, 0.17)  1.014
O (-0.03, 2.96, -0.55)  -0.057
O (4.59, -2.87, 0.64)  0.051
O (-3.65, 0.55, 1.84)  0.063
N (-0.51, -1.06, 0.33)  0.003
N (3.76, -1.13, -0.54)  0.090
N (1.07, -0.84, -1.19)  0.011
N (0.32, 0.28, -1.20)  0.073
N (-2.98, 0.73, -0.31)  0.124
C (4.58, -0.09, 0.04)  -0.312
C (2.71, -3.27, -0.79)  -0.344
C (-6.74, -0.89, -1.46)  -0.077
C (4.57, 1.92, 1.56)  -0.199
C (6.07, 1.87, -0.45)  -0.202
C (-1.65, 1.20, 0.01)  -0.206
C (-3.91, 0.48, 0.65)  -0.452
C (-6.36, 0.41, 0.95)  -0.013
C (-2.31, -2.65, 0.79)  -0.053
C (3.79, -2.41, -0.14)  -0.572
C (5.21, 2.75, 0.46)  -0.210
C (0.57, -1.63, -0.27)  -0.601
C (-0.63, 0.15, -0.30)  -0.231
C (-5.46, -0.55, -1.06)  -0.042
C (-7.63, 0.08, 0.54)  -0.068
C (3.73, 0.80, 0.96)  -0.146
C (-1.33, 2.49, -0.76)  -0.224
C (-5.26, 0.11, 0.14)  -0.140
C (5.22, 0.76, -1.06)  -0.151
C (-1.32, -1.64, 1.37)  -0.185
C (-7.83, -0.57, -0.67)  -0.079
H (3.95, 2.55, 2.20)  0.109
H (3.30, 0.19, 1.75)  0.120
H (2.91, 1.23, 0.38)  0.109
H (-1.52, 2.31, -1.83)  0.124
H (2.48, -2.95, -1.81)  0.081
H (-6.89, -1.41, -2.40)  0.105
H (-2.90, -3.08, 1.60)  0.085
H (4.43, 1.19, -1.68)  0.120
H (-3.25, 0.75, -1.28)  0.140
H (0.57, 2.29, -0.93)  0.059
H (-1.63, 1.39, 1.09)  0.161
H (5.35, -0.59, 0.63)  0.153
H (-1.78, -3.46, 0.29)  0.059
H (-2.98, -2.17, 0.09)  0.063
H (-0.65, -2.14, 2.07)  0.116
H (6.88, 1.44, 0.13)  0.115
H (5.83, 3.54, 0.90)  0.107
H (4.43, 3.23, -0.13)  0.113
H (-2.01, 3.28, -0.42)  0.131
H (5.84, 0.12, -1.69)  0.117
H (3.01, -4.31, -0.77)  0.084
H (-6.18, 0.90, 1.89)  0.119
H (5.36, 1.48, 2.19)  0.116
H (2.97, -0.82, -1.11)  0.094
H (-8.48, 0.32, 1.17)  0.106
H (-8.83, -0.83, -0.99)  0.105
H (-1.85, -0.84, 1.88)  0.107
H (6.51, 2.48, -1.25)  0.108
H (-4.63, -0.83, -1.69)  0.108

Summary:
* calculated total energy: -46677.824 eV
* energy above the lowest of the compared OMol25 structures with the same formula, charge and spin: 11.1 kJ/mol
* SMILES string: CCn1c(SCC(=O)NC2CCCCC2)nnc1[C@@H](CO)NC(=O)c1ccccc1
* HOMO energy: -8.7 eV
* HOMO-LUMO gap: 9.1 eV



DFT (wB97M-V/def2-TZVPD) results for 3 unconnected molecules or ions with the total composition C21H30BrF16N5O2P in a non-equilibrium geometry.

Last column: Löwdin charge in e.
Cartesian coordinates (Å):
Br (2.04, -3.10, 2.83)  0.701
P (-2.40, 1.85, -0.85)  0.747
F (-7.34, 2.12, -4.14)  0.088
F (-8.73, 2.81, -5.65)  0.103
F (6.40, -2.13, 3.69)  0.084
F (-5.94, 4.19, -3.73)  0.101
F (9.10, -0.54, 0.63)  0.136
F (-8.30, 4.83, -3.79)  0.134
F (7.22, 0.34, 4.54)  0.108
F (6.24, -0.46, 0.13)  0.070
F (9.29, 1.21, -0.62)  0.151
F (-4.25, 3.85, -2.43)  0.050
F (-5.85, 3.94, -0.20)  0.087
F (-10.29, 4.01, -3.64)  0.149
F (7.46, -1.91, 1.82)  0.088
F (6.06, 0.42, 2.70)  0.110
F (7.49, -0.70, -1.64)  0.102
F (-6.41, 2.36, -1.59)  0.115
O (8.13, 1.40, 1.26)  0.034
O (-8.84, 3.45, -2.08)  0.035
N (-0.84, 0.68, 1.37)  -0.027
N (-0.21, -5.81, 0.37)  -0.036
N (-0.34, -1.39, 0.12)  -0.011
N (-1.31, 3.02, -0.92)  -0.327
N (1.29, -0.44, 1.79)  0.106
C (-1.51, 1.41, 3.95)  0.135
C (-1.20, 0.93, 2.78)  -0.114
C (-7.85, 4.22, -1.38)  -0.045
C (3.41, -3.35, 0.12)  -0.164
C (-6.40, 3.71, -1.44)  -0.437
C (8.38, 0.88, 2.58)  -0.043
C (-1.39, -3.68, -0.59)  -0.157
C (7.44, -1.48, 3.09)  -0.295
C (-8.62, 2.51, -4.34)  -0.272
C (-2.05, 0.55, 0.49)  -0.355
C (-5.50, 4.38, -2.48)  -0.291
C (7.26, 0.03, 3.21)  -0.432
C (-1.82, -1.00, 0.01)  -0.138
C (0.12, -0.43, 1.14)  -0.138
C (-0.81, -5.18, -0.85)  -0.280
C (8.42, 0.53, 0.18)  -0.498
C (2.85, -1.81, 0.18)  -0.225
C (7.17, 0.16, -0.63)  -0.267
C (-0.48, -2.84, 0.49)  -0.211
C (-8.99, 3.71, -3.46)  -0.497
C (2.37, -1.46, 1.68)  -0.569
H (-0.15, -6.82, 0.15)  0.081
H (3.30, -0.98, 2.19)  0.123
H (-0.82, -5.65, 1.19)  0.076
H (8.46, 1.78, 3.20)  0.152
H (1.43, 0.35, 2.47)  0.186
H (-2.49, 1.12, -2.10)  0.021
H (-8.16, 4.15, -0.33)  0.151
H (0.58, -3.31, 0.37)  0.075
H (-0.81, -3.02, 1.57)  0.125
H (-1.61, -5.85, -1.37)  0.123
H (-2.47, -3.70, -0.16)  0.115
H (-1.75, 1.99, 4.93)  0.086
H (-2.32, -1.55, 0.91)  0.145
H (-1.86, 3.89, -0.74)  -0.031
H (9.36, 0.41, 2.65)  0.148
H (6.72, 1.05, -1.07)  0.177
H (-5.41, 5.45, -2.29)  0.179
H (-2.30, -1.09, -1.02)  0.125
H (-7.93, 5.28, -1.62)  0.148
H (-1.40, -3.17, -1.64)  0.126
H (2.10, -1.57, -0.66)  0.109
H (-9.27, 1.66, -4.12)  0.177
H (-2.92, 0.56, 1.27)  0.134
H (8.35, -1.82, 3.59)  0.178
H (4.23, -3.52, 0.93)  0.081
H (0.04, -5.06, -1.65)  0.121
H (-3.72, 2.40, -0.55)  0.012
H (2.58, -4.14, 0.15)  0.048
H (3.98, -3.48, -0.89)  0.095
H (3.79, -1.16, -0.05)  0.109

Summary:
* calculated total energy: -156605.698 eV
* HOMO energy: -11.2 eV
* HOMO-LUMO gap: 7.6 eV
* total charge: +1



DFT (wB97M-V/def2-TZVPD) results for a gas-phase ion, C21H30ClF3I2NO2Si (charge -1) in a non-equilibrium geometry.

Last column: Löwdin charge in e.
Cartesian coordinates (Å):
I (1.80, -2.22, 2.78)  0.762
I (2.92, -5.05, 1.78)  0.679
Cl (-0.20, 3.65, 2.93)  0.480
Si (-2.42, 0.57, -0.24)  0.571
F (1.27, -2.01, -2.03)  -0.005
F (4.90, -0.85, -1.68)  -0.103
F (0.80, 0.12, -1.59)  -0.014
O (3.84, 0.52, 2.83)  -0.201
O (5.21, 0.07, 1.08)  -0.088
N (2.35, -1.01, -0.06)  -0.039
C (1.16, -1.11, -0.88)  -0.333
C (1.67, 1.23, 1.14)  -0.157
C (-4.92, -0.89, -1.37)  -0.069
C (4.01, 0.32, 1.48)  -0.541
C (-1.55, -1.02, -0.91)  -0.250
C (3.99, 0.20, -2.04)  -0.158
C (-0.23, -1.44, -0.08)  -0.141
C (2.78, 0.33, 0.38)  -0.284
C (-1.87, 2.17, -1.18)  -0.194
C (0.89, 3.79, 1.46)  -0.563
C (-6.49, -1.02, -1.37)  -0.074
C (2.40, -3.64, 0.15)  -0.717
C (3.36, -4.04, -1.09)  -0.178
C (2.72, -2.15, 0.75)  -0.627
C (-6.81, 1.06, 0.37)  -0.083
C (-7.42, -0.09, -0.51)  -0.087
C (-5.26, 1.19, 0.37)  -0.080
C (-4.33, 0.23, -0.47)  -0.217
C (-2.18, 0.88, 1.63)  -0.213
C (2.12, 2.72, 1.48)  -0.222
C (3.51, 1.14, -0.84)  -0.099
H (-2.42, -0.13, 2.16)  0.061
H (2.92, 3.18, 0.81)  0.109
H (2.72, -4.36, -1.98)  0.075
H (0.66, 1.29, 0.59)  0.081
H (4.05, -3.18, -1.38)  0.075
H (-2.94, 1.63, 2.06)  0.038
H (0.33, 3.79, 0.46)  0.066
H (2.50, 2.72, 2.57)  0.111
H (-2.32, -1.87, -0.74)  0.074
H (4.30, 1.88, -0.46)  0.120
H (-1.59, 2.97, -0.38)  0.025
H (4.56, 0.87, -2.80)  0.121
H (-2.69, 2.62, -1.83)  0.035
H (2.66, 1.80, -1.28)  0.118
H (-0.34, -2.54, 0.18)  0.100
H (4.02, -4.95, -0.81)  0.031
H (-0.93, 2.02, -1.81)  0.031
H (1.40, 4.82, 1.53)  0.074
H (-0.15, -0.87, 0.91)  0.053
H (-1.10, 1.12, 1.92)  -0.001
H (-4.22, -1.56, -1.96)  0.079
H (-1.39, -1.00, -2.05)  0.100
H (1.31, -3.83, -0.08)  0.056
H (3.11, -0.25, -2.62)  0.104
H (1.43, 0.72, 2.15)  0.083
H (-6.94, -1.86, -2.01)  0.073
H (-4.83, 2.03, 1.03)  0.080
H (3.85, -2.27, 0.97)  0.118
H (-8.56, -0.20, -0.48)  0.075
H (-7.42, 1.76, 1.03)  0.082

Summary:
* calculated total energy: -72597.447 eV
* HOMO energy: -4.6 eV
* HOMO-LUMO gap: 6.7 eV
* total charge: -1



DFT (wB97M-V/def2-TZVPD) results for C21H30ClN3O3 in the gas phase.

Last column: Löwdin charge in e.
Cartesian coordinates (Å):
Cl (-6.79, 3.00, 0.51)  0.654
O (-0.04, 0.46, -0.21)  0.042
O (-1.27, -4.55, -0.75)  0.059
O (7.23, 1.23, 0.58)  -0.193
N (-1.39, -2.57, 0.34)  -0.054
N (2.07, 0.55, 0.54)  -0.039
N (4.64, 1.10, -0.52)  -0.174
C (7.09, 0.67, -0.70)  -0.224
C (7.25, 2.64, 0.60)  -0.107
C (2.33, 1.78, -0.20)  -0.111
C (-0.77, -3.72, -0.02)  -0.466
C (-2.73, -2.29, -0.13)  -0.117
C (-3.35, 1.15, -0.24)  -0.027
C (-6.06, 0.61, -0.49)  -0.106
C (3.26, 0.09, 1.21)  -0.117
C (-2.75, -1.12, -1.14)  -0.108
C (-4.28, 2.10, 0.15)  -0.101
C (0.68, -1.39, 1.13)  -0.185
C (-3.76, -0.08, -0.76)  -0.236
C (4.38, -0.13, 0.19)  -0.157
C (3.44, 1.54, -1.21)  -0.164
C (-5.12, -0.33, -0.88)  -0.037
C (-0.82, -1.69, 1.33)  -0.091
C (0.63, -3.83, 0.54)  -0.078
C (0.87, -0.05, 0.43)  -0.406
C (5.78, 1.03, -1.42)  -0.183
C (-5.63, 1.82, 0.02)  -0.682
C (1.35, -2.50, 0.30)  -0.132
H (-0.96, -2.13, 2.33)  0.134
H (1.40, 2.07, -0.70)  0.122
H (-3.09, -3.21, -0.60)  0.120
H (-5.45, -1.28, -1.28)  0.118
H (5.87, 2.01, -1.89)  0.117
H (-1.76, -0.66, -1.16)  0.094
H (2.63, 2.56, 0.51)  0.133
H (3.08, -0.82, 1.77)  0.111
H (3.59, 0.88, 1.90)  0.137
H (-2.96, -1.50, -2.14)  0.121
H (-3.96, 3.05, 0.55)  0.103
H (6.28, 3.06, 0.33)  0.080
H (-7.11, 0.40, -0.59)  0.103
H (-3.37, -2.05, 0.72)  0.132
H (-2.29, 1.35, -0.15)  0.098
H (1.13, -1.34, 2.13)  0.139
H (-1.38, -0.75, 1.30)  0.125
H (2.40, -2.59, 0.56)  0.107
H (4.09, -0.95, -0.50)  0.130
H (7.51, 2.93, 1.61)  0.089
H (1.14, -4.65, 0.03)  0.124
H (8.02, 3.03, -0.09)  0.090
H (1.28, -2.25, -0.76)  0.137
H (3.66, 2.47, -1.73)  0.125
H (7.93, 0.98, -1.35)  0.123
H (5.62, 0.28, -2.23)  0.128
H (0.59, -4.06, 1.61)  0.129
H (7.17, -0.41, -0.54)  0.118
H (3.11, 0.80, -1.96)  0.134
H (5.28, -0.42, 0.73)  0.119

Summary:
* calculated total energy: -45399.824 eV
* energy above the lowest of the compared OMol25 structures with the same formula, charge and spin: 17.2 kJ/mol
* SMILES string: COCCN1CCN(C(=O)[C@@H]2CCC(=O)N(CCc3ccc(Cl)cc3)C2)CC1
* HOMO energy: -8.6 eV
* HOMO-LUMO gap: 9.2 eV



DFT (wB97M-V/def2-TZVPD) results for C21H30ClN3O3S in the gas phase.

Last column: Löwdin charge in e.
Cartesian coordinates (Å):
Cl (4.15, -3.58, 2.18)  0.733
S (4.18, -0.81, -1.01)  1.125
O (-0.59, -0.09, -1.79)  0.061
O (-3.41, -0.13, 1.85)  0.046
O (2.69, -1.09, 2.63)  0.030
N (2.91, 0.82, 1.48)  -0.057
N (-1.10, 0.65, 0.29)  0.129
N (-3.87, 0.04, -0.40)  -0.009
C (4.81, -2.33, -1.47)  -0.573
C (-2.61, -2.12, -0.43)  -0.182
C (4.79, -3.20, -0.43)  -0.154
C (-5.57, 0.69, 1.06)  -0.074
C (-3.88, -2.94, -0.64)  -0.086
C (-1.38, 0.01, -0.86)  -0.442
C (1.71, 3.24, -0.16)  -0.186
C (0.51, 1.11, 2.04)  -0.102
C (-4.16, 0.16, 0.92)  -0.452
C (0.24, 1.18, 0.54)  -0.303
C (2.89, 2.34, -0.54)  -0.182
C (3.66, 1.74, 0.63)  -0.195
C (-5.89, 1.24, -0.33)  -0.148
C (3.83, -1.33, 0.61)  -0.400
C (-4.99, 0.41, -1.25)  -0.136
C (3.15, -0.52, 1.66)  -0.451
C (0.34, 2.57, -0.10)  -0.135
C (-2.74, -0.69, -0.96)  -0.191
C (5.30, -2.57, -2.86)  -0.093
C (4.24, -2.63, 0.75)  -0.692
C (1.96, 1.43, 2.41)  -0.132
H (2.16, 1.06, 3.42)  0.125
H (-0.02, 2.45, -1.13)  0.113
H (-6.21, -0.16, 1.31)  0.127
H (5.68, -3.59, -2.95)  0.081
H (-4.15, -2.99, -1.69)  0.077
H (-5.60, 2.29, -0.38)  0.115
H (-0.38, 3.24, 0.39)  0.119
H (-2.36, -2.08, 0.63)  0.113
H (2.14, 2.50, 2.41)  0.110
H (-6.94, 1.17, -0.60)  0.110
H (-2.93, -0.73, -2.04)  0.151
H (1.94, 3.75, 0.78)  0.098
H (-5.50, -0.48, -1.62)  0.122
H (4.56, 1.24, 0.28)  0.073
H (5.15, -4.21, -0.47)  0.115
H (4.50, -2.44, -3.59)  0.080
H (-1.70, 0.45, 1.09)  0.107
H (0.29, 0.10, 2.37)  0.122
H (2.54, 1.54, -1.21)  0.091
H (4.01, 2.56, 1.27)  0.128
H (-0.15, 1.79, 2.58)  0.127
H (1.64, 4.04, -0.90)  0.107
H (6.11, -1.88, -3.13)  0.078
H (3.62, 2.92, -1.12)  0.114
H (-3.74, -3.96, -0.28)  0.075
H (-4.64, 0.98, -2.12)  0.126
H (-4.72, -2.52, -0.09)  0.069
H (-1.77, -2.58, -0.95)  0.123
H (-5.64, 1.41, 1.87)  0.121
H (0.93, 0.52, 0.02)  0.135

Summary:
* calculated total energy: -56236.409 eV
* energy above the lowest of the compared OMol25 structures with the same formula, charge and spin: 26.2 kJ/mol
* SMILES string: CC[C@H](C(=O)N[C@H]1CCCCN(C(=O)c2sc(C)cc2Cl)CC1)N1CCCC1=O
* HOMO energy: -8.7 eV
* HOMO-LUMO gap: 9.4 eV



DFT (wB97M-V/def2-TZVPD) results for a molecular structure, C21H30ClN3O4PSTeTi in a non-equilibrium geometry.

Last column: Löwdin charge in e.
Cartesian coordinates (Å):
Te (-3.35, 2.30, 1.75)  0.441
Ti (-0.08, -0.50, 0.21)  0.858
Cl (0.99, -2.11, -2.53)  0.469
S (-0.63, -3.27, 0.49)  0.783
P (-2.75, 0.92, -0.04)  0.082
O (-1.76, 1.56, -1.12)  -0.328
O (-4.08, 0.62, -0.86)  -0.304
O (1.86, -0.67, 0.13)  -0.191
O (-2.04, -0.44, 0.18)  -0.492
N (1.52, 1.60, 0.14)  0.125
N (0.47, 1.15, 0.97)  -0.092
N (-0.45, -0.62, 2.55)  0.072
C (0.93, 2.87, 2.67)  -0.008
C (0.97, -3.72, 1.19)  -0.363
C (-0.68, -4.45, -0.85)  -0.396
C (-0.63, 0.92, 4.38)  -0.014
C (0.00, -0.64, -1.95)  -0.589
C (3.36, 0.73, -1.15)  -0.148
C (3.76, 2.00, -1.56)  -0.027
C (-1.19, -0.06, 5.17)  -0.038
C (0.36, 1.59, 2.20)  -0.257
C (5.52, 1.00, -2.86)  -0.085
C (-1.41, -1.32, 4.63)  -0.034
C (-0.28, 0.61, 3.07)  -0.251
C (4.84, 2.13, -2.41)  -0.079
C (-1.04, -1.54, 3.32)  -0.116
C (-4.60, -1.74, -1.18)  -0.070
C (-1.84, 2.96, -1.47)  -0.285
C (-0.66, 3.26, -2.37)  -0.070
C (2.20, 0.55, -0.24)  -0.442
C (5.12, -0.26, -2.45)  -0.070
C (4.03, -0.40, -1.59)  -0.028
C (-4.13, -0.46, -1.82)  -0.253
H (0.28, 3.04, -1.86)  0.059
H (1.19, -3.05, 2.02)  0.033
H (-4.83, -0.12, -2.58)  0.120
H (-4.72, -2.52, -1.95)  0.080
H (5.16, 3.11, -2.74)  0.101
H (6.37, 1.10, -3.53)  0.101
H (0.49, 0.22, -2.41)  -0.002
H (-1.88, -2.11, 5.19)  0.111
H (-0.75, -5.45, -0.42)  0.043
H (0.96, -4.75, 1.56)  0.046
H (-1.57, -4.25, -1.44)  0.043
H (-2.79, 3.14, -1.97)  0.120
H (1.50, 3.35, 1.88)  0.078
H (-0.47, 1.92, 4.75)  0.118
H (5.65, -1.14, -2.80)  0.104
H (3.69, -1.37, -1.27)  0.099
H (-1.82, 3.55, -0.55)  0.059
H (-1.48, 0.16, 6.19)  0.116
H (0.20, -4.36, -1.48)  -0.010
H (-0.68, 4.32, -2.64)  0.080
H (-1.22, -2.51, 2.86)  0.067
H (1.74, -3.59, 0.43)  0.042
H (-3.15, -0.58, -2.29)  0.096
H (-3.89, -2.10, -0.43)  0.062
H (-0.97, -0.77, -2.42)  -0.021
H (-5.57, -1.60, -0.70)  0.083
H (1.60, 2.72, 3.53)  0.095
H (0.12, 3.54, 2.97)  0.090
H (3.22, 2.87, -1.21)  0.107
H (-0.71, 2.67, -3.29)  0.081

Summary:
* calculated total energy: -97982.758 eV
* energy above the lowest of the compared OMol25 structures with the same formula, charge and spin: 140.2 kJ/mol
* HOMO energy (alpha / beta): -7.0 / -7.3 eV
* HOMO-LUMO gap (alpha / beta): 6.2 / 6.5 eV
* spin multiplicity: 2